Entry 1:
An isolated molecule of C14H9ClO2 in a non-equilibrium geometry. Source: OMol25; level of theory: wB97M-V/def2-TZVPD.

Properties
Kohn-Sham gap   8.3 eV
HOMO   -9.308 eV
SMILES   C#CCc1cc(Cl)c2c(c1)C(=O)C(C)=CC2=O

Geometry (Å):
C  -2.389  1.838  -3.431
C  -2.776  1.838  -2.266
C  -3.316  1.695  -0.785
C  -2.093  1.133  0.068
C  -1.711  1.732  1.405
C  -0.541  1.114  2.147
Cl  -0.119  1.800  3.764
C  0.255  -0.016  1.589
C  -0.131  -0.574  0.220
C  -1.295  -0.022  -0.521
C  0.799  -1.745  -0.321
O  0.373  -2.684  -0.976
C  2.328  -1.610  0.105
C  3.414  -2.049  -0.976
C  2.675  -1.120  1.358
C  1.502  -0.673  2.333
O  1.512  -0.840  3.539
H  -1.709  1.862  -4.327
H  -4.112  0.894  -0.819
H  -3.688  2.697  -0.417
H  -2.280  2.605  1.835
H  -1.596  -0.446  -1.517
H  2.941  -2.733  -1.744
H  4.356  -2.454  -0.513
H  3.664  -1.087  -1.543
H  3.748  -1.039  1.686

***

Entry 2:
A structure of composition C21H16Br2N4O3RuSSe in a non-equilibrium geometry. Source: OMol25; level of theory: wB97M-V/def2-TZVPD.

Properties
Kohn-Sham gap (spin up / spin down)   6.3 / 6.3 eV
HOMO (spin up / spin down)   -7.089 / -7.079 eV

Geometry (Å):
Ru  -0.258  0.023  -0.446
O  1.362  0.103  1.001
N  1.064  0.626  2.178
C  1.755  0.202  3.256
C  1.500  0.693  4.509
C  0.502  1.656  4.669
C  -0.184  2.094  3.560
C  0.098  1.581  2.285
S  -0.732  2.073  0.869
H  2.501  -0.548  3.043
H  2.075  0.328  5.347
H  0.266  2.043  5.651
H  -0.975  2.827  3.624
Br  -2.250  -2.955  -4.074
C  -2.411  -3.140  -2.200
C  -3.098  -4.219  -1.640
C  -3.207  -4.331  -0.281
Br  -4.141  -5.826  0.427
C  -2.656  -3.366  0.591
C  -2.735  -3.400  1.996
C  -2.187  -2.365  2.707
C  -1.558  -1.311  2.046
N  -1.422  -1.249  0.731
C  -1.973  -2.273  0.003
C  -1.823  -2.161  -1.410
O  -1.158  -1.146  -1.894
H  -3.541  -4.963  -2.287
H  -3.225  -4.222  2.497
H  -2.239  -2.344  3.787
H  -1.171  -0.482  2.616
C  -1.720  2.756  -2.942
O  -1.697  1.481  -2.314
H  -2.701  3.231  -2.849
H  -1.454  2.690  -4.000
H  -0.981  3.374  -2.433
H  -2.262  0.869  -2.796
Se  0.987  -0.353  -3.300
N  1.043  0.667  -1.777
C  2.231  1.268  -1.750
C  2.647  2.198  -0.771
C  3.890  2.754  -0.884
C  4.763  2.415  -1.948
C  4.390  1.537  -2.922
C  3.101  0.952  -2.859
N  2.614  0.122  -3.767
H  1.978  2.465  0.034
H  4.211  3.473  -0.141
H  5.743  2.873  -1.996
H  5.042  1.281  -3.746

***

Entry 3:
A structure of composition C26H31N2O2PSSc. Source: OMol25; level of theory: wB97M-V/def2-TZVPD.

Properties
Kohn-Sham gap   8.3 eV
HOMO   -11.476 eV
Total charge   +1

Geometry (Å):
Sc  -0.693  0.896  -0.986
C  -1.613  3.174  -1.339
C  -2.368  2.314  -2.156
C  -1.513  1.761  -3.134
C  -0.227  2.320  -2.942
C  -0.288  3.194  -1.843
H  -1.987  3.730  -0.493
H  -3.419  2.127  -2.030
H  -1.778  1.029  -3.882
H  0.657  2.076  -3.512
H  0.535  3.766  -1.448
O  0.496  -0.583  -1.903
S  0.314  -1.717  -0.896
O  1.823  -2.009  -0.362
N  -0.274  -0.863  0.314
C  -1.323  -1.447  1.059
C  -1.141  -2.236  2.160
C  -2.248  -2.780  2.845
C  -3.519  -2.550  2.403
C  -3.738  -1.750  1.255
C  -5.015  -1.545  0.690
C  -5.123  -0.820  -0.461
C  -3.972  -0.236  -1.011
N  -2.764  -0.348  -0.496
C  -2.636  -1.163  0.605
C  2.569  -2.963  -1.078
C  2.975  -4.097  -0.397
C  3.754  -5.033  -1.057
C  4.110  -4.833  -2.386
C  3.690  -3.692  -3.052
C  2.918  -2.740  -2.399
H  -0.132  -2.450  2.493
H  -2.081  -3.399  3.716
H  -4.372  -2.985  2.908
H  -5.886  -1.986  1.160
H  -6.073  -0.670  -0.953
H  -4.066  0.343  -1.917
H  2.683  -4.228  0.637
H  4.080  -5.922  -0.535
H  4.717  -5.566  -2.899
H  3.969  -3.533  -4.085
H  2.597  -1.837  -2.899
C  3.422  0.996  -0.274
C  2.585  0.850  0.997
P  1.037  1.821  0.928
C  0.213  1.481  2.533
C  -1.276  1.831  2.504
C  1.671  3.534  1.093
C  0.610  4.598  1.367
H  4.313  0.371  -0.214
H  3.752  2.025  -0.427
H  2.855  0.682  -1.152
H  3.152  1.162  1.879
H  2.296  -0.191  1.139
H  0.726  2.016  3.335
H  0.343  0.413  2.720
H  -1.445  2.892  2.324
H  -1.755  1.571  3.448
H  -1.799  1.272  1.721
H  2.209  3.764  0.170
H  2.417  3.527  1.892
H  -0.178  4.592  0.613
H  1.062  5.589  1.364
H  0.147  4.454  2.344

***

Entry 4:
An isolated molecule of C4H2F2O in a non-equilibrium geometry. Source: OMol25; level of theory: wB97M-V/def2-TZVPD.

Properties
Kohn-Sham gap (spin up / spin down)   9.7 / 6.7 eV
HOMO (spin up / spin down)   -10.631 / -9.128 eV

Geometry (Å):
C  2.082  1.907  0.497
C  1.281  1.164  0.060
C  0.112  -0.213  -0.389
C  -1.269  -0.138  -0.158
O  0.779  -1.283  0.146
F  -1.831  -0.680  0.918
F  -2.063  0.762  -0.702
H  0.418  -0.049  -1.422
H  0.492  -1.471  1.050

***

Entry 5:
A structure of composition C29H35BF4IrN7O2Sb. Source: OMol25; level of theory: wB97M-V/def2-TZVPD.

Properties
Kohn-Sham gap (spin up / spin down)   5.7 / 3.5 eV
Expectation value of S²   0.798
HOMO (spin up / spin down)   -12.813 / -12.811 eV
Spin multiplicity   2
Total charge   +2

Geometry (Å):
Ir  0.416  0.143  0.474
C  -0.786  -1.549  5.705
C  -1.152  -1.956  4.429
C  -0.799  -1.194  3.328
C  -0.087  -0.014  3.520
C  0.287  0.404  4.802
C  -0.066  -0.372  5.887
N  0.283  0.778  2.389
N  0.653  1.962  2.644
C  1.094  2.642  1.529
C  1.507  3.962  1.612
C  1.922  4.586  0.447
C  1.923  3.901  -0.783
C  1.524  2.586  -0.870
C  1.101  1.917  0.299
H  -1.059  -2.151  6.561
H  -1.715  -2.868  4.287
H  -1.093  -1.516  2.343
H  0.851  1.315  4.936
H  0.224  -0.062  6.882
H  1.498  4.477  2.563
H  2.245  5.617  0.477
H  2.240  4.425  -1.675
H  1.522  2.077  -1.824
C  7.560  0.248  -0.864
C  6.960  -1.107  -0.629
C  7.568  -2.032  0.223
C  7.013  -3.281  0.441
C  5.831  -3.646  -0.207
N  5.305  -4.933  0.032
C  4.026  -5.398  -0.218
O  3.768  -6.529  -0.538
N  2.980  -4.473  -0.059
C  2.962  -3.316  0.709
C  3.746  -3.118  1.847
C  3.649  -1.921  2.529
C  2.752  -0.960  2.111
N  1.978  -1.154  1.033
C  2.097  -2.295  0.337
C  5.220  -2.744  -1.083
C  5.779  -1.494  -1.276
H  8.546  0.325  -0.411
H  6.936  1.037  -0.437
H  7.665  0.450  -1.931
H  8.495  -1.776  0.719
H  7.503  -3.982  1.105
H  5.974  -5.688  0.127
H  2.098  -4.825  -0.407
H  4.417  -3.895  2.184
H  4.256  -1.731  3.402
H  2.672  -0.010  2.618
H  1.453  -2.424  -0.518
H  4.339  -3.038  -1.641
H  5.315  -0.813  -1.981
F  -1.375  -3.699  -0.616
B  -1.740  -2.413  -0.405
F  -0.614  -1.799  0.425
F  -2.860  -2.195  0.359
F  -1.796  -1.644  -1.578
C  -3.336  0.440  1.818
Sb  -2.099  1.098  0.243
C  -3.233  0.968  -1.526
C  -2.081  3.187  0.600
H  -4.264  1.000  1.707
H  -2.872  0.682  2.770
H  -3.526  -0.628  1.736
H  -4.124  1.560  -1.322
H  -3.485  -0.068  -1.737
H  -2.674  1.402  -2.351
H  -3.106  3.541  0.497
H  -1.451  3.697  -0.125
H  -1.737  3.400  1.609
N  0.441  -1.360  -3.480
C  1.193  -0.765  -2.559
N  2.526  -0.664  -2.738
O  0.647  -0.337  -1.515
H  0.823  -1.740  -4.329
H  -0.522  -1.555  -3.232
H  2.959  -0.897  -3.616
H  3.059  -0.111  -2.088